No. 1
Molecular formula: C18H19CdIN2Se
Method: DFT, ωB97M-V/def2-TZVPD

Geometry as ORCA input:
```
! RIJCOSX wB97M-V def2-TZVPD def2/J DEFGRID3
* xyz 0 1
C -3.16850 1.31064 1.17378
C -2.30038 2.57823 1.05464
H -3.80395 1.18966 0.28151
H -3.81658 1.38537 2.05667
H -2.60931 0.37071 1.29923
H -1.62118 2.59435 0.18489
H -2.97082 3.44432 0.96105
H -1.67013 2.69669 1.94614
C -0.55017 -2.28452 -2.10064
C -0.24763 -3.09747 -3.19876
C 0.71401 -2.63085 -4.10837
C 1.30177 -1.37595 -3.93680
H -1.29486 -2.56659 -1.35131
H -0.77784 -4.04743 -3.32256
H 1.02077 -3.22366 -4.96446
H 2.03041 -0.94188 -4.61152
N 0.00529 -1.06964 -1.96764
C 0.90881 -0.59377 -2.84021
C 1.46817 0.74333 -2.51936
N 0.83353 1.48711 -1.57811
C 1.43714 2.56255 -1.04887
C 3.26558 2.34007 -2.58284
C 2.67992 3.01058 -1.49814
H 0.92064 3.01296 -0.20337
H 3.13012 3.87592 -1.02118
C 2.66340 1.19656 -3.10346
H 3.06815 0.64546 -3.95165
H 4.18427 2.71070 -3.03222
Cd -0.99510 0.41460 -0.50614
I -3.31819 -0.27234 -2.07141
Se 1.08924 0.15318 1.29247
C 0.55169 -0.69527 2.82323
C 0.34979 -2.09853 2.84108
C -0.31121 -2.69305 3.91346
C -0.75012 -1.92380 5.00592
C -0.39902 -0.56315 5.06264
C 0.26567 0.04293 3.99833
H 0.68469 -2.67564 1.98276
H -0.50064 -3.76633 3.89152
H -1.35843 -2.37198 5.79686
H -0.65908 0.03230 5.93947
H 0.55009 1.09361 4.01335
*
```

Calculated values
E ... -3673.71767 Ha
E_LUMO ... -0.715 eV
Max |F| ... 2.6 eV/A
HOMO level ... -7.4 eV
M ... 581.6 g/mol
ΔE to the lowest compared entry with this formula, charge and spin ... 0.0 kJ/mol

No. 2
Molecular formula: C18H19ClN2O3
Method: DFT, ωB97M-V/def2-TZVPD

Geometry as ORCA input:
```
! RIJCOSX wB97M-V def2-TZVPD def2/J DEFGRID3
* xyz 0 1
C 0.11578 2.28497 -2.24050
H -0.60318 2.22556 -1.41917
O 0.98823 1.17583 -2.23321
C 1.81615 0.99843 -1.16342
C 1.97706 1.92109 -0.13818
C 2.87735 1.67647 0.88499
C 3.62385 0.51484 0.89719
C 3.44280 -0.42089 -0.10724
C 2.54523 -0.20117 -1.13554
C 2.30051 -1.25100 -2.19126
N 0.87761 -1.55239 -2.31877
C 0.17554 -1.71957 -1.18351
O 0.69770 -1.92758 -0.10269
C -1.35319 -1.59763 -1.27689
N -1.86258 -1.35090 0.05228
C -2.03376 -0.07120 0.47678
O -2.05265 0.88450 -0.27692
C -2.25507 0.07371 1.94590
C -2.92478 -0.89378 2.68686
C -3.11441 -0.69433 4.04331
C -2.64045 0.44459 4.67589
C -1.97776 1.40405 3.92971
C -1.79233 1.22660 2.57103
H -1.28526 1.97111 1.97714
H -1.61009 2.29558 4.41440
H -2.79534 0.57690 5.73514
Cl -3.96012 -1.88976 4.96401
H -3.31934 -1.77962 2.21369
H -1.54890 -2.02073 0.74181
H -1.62663 -0.74115 -1.89591
H -1.80146 -2.51259 -1.67552
C 0.27736 -1.43389 -3.62482
H 0.04675 -0.39275 -3.86404
H 0.97761 -1.81621 -4.36770
H -0.63237 -2.02740 -3.68020
H 2.64765 -0.89157 -3.16209
H 2.84750 -2.16168 -1.92551
H 3.99586 -1.34792 -0.08429
H 4.32754 0.32575 1.69319
H 2.98845 2.40374 1.67584
H 1.39920 2.83143 -0.12571
H -0.41983 2.22965 -3.18783
H 0.66380 3.23092 -2.19826
*
```

Calculated values
E ... -1492.76706 Ha
E_LUMO ... 0.699 eV
Max |F| ... 0.5 eV/A
Structure (SMILES) ... COc1ccccc1CN(C)C(=O)CNC(=O)c1cccc(Cl)c1
HOMO level ... -8.3 eV
M ... 346.8 g/mol
ΔE to the lowest compared entry with this formula, charge and spin ... 116.2 kJ/mol

No. 3
Molecular formula: C18H19F3N4S
Method: DFT, ωB97M-V/def2-TZVPD

Geometry as ORCA input:
```
! RIJCOSX wB97M-V def2-TZVPD def2/J DEFGRID3
* xyz 0 1
C 3.93913 -2.66032 -4.57765
C 4.02164 -1.34873 -3.86571
C 3.42264 -1.17532 -2.62664
C 3.51848 0.06737 -2.00992
N 4.13646 1.10772 -2.56790
C 4.70280 0.93629 -3.74931
C 4.68269 -0.26273 -4.43629
H 5.16533 -0.35384 -5.39682
H 5.19382 1.81074 -4.15589
N 2.95630 0.41128 -0.78566
C 2.47205 -0.34807 0.23633
N 1.89753 0.34968 1.25096
C 1.42195 -0.30862 2.44503
H 1.88016 0.16387 3.31947
H 1.74219 -1.35117 2.40850
C -0.10791 -0.24662 2.51920
N -0.57708 1.07722 2.14313
C -1.76121 1.22508 1.46668
C -2.78171 0.28199 1.64750
C -3.99538 0.42409 0.99634
C -4.24900 1.49802 0.15701
C -3.24563 2.43564 -0.01961
C -2.02690 2.30657 0.61393
H -1.27373 3.05462 0.42345
H -3.41431 3.27810 -0.67289
H -5.19898 1.59548 -0.34175
C -5.04416 -0.61779 1.25415
F -4.58976 -1.86689 1.03625
F -5.46914 -0.60364 2.53476
F -6.13935 -0.47764 0.49586
H -2.64457 -0.55580 2.31135
C 0.45160 2.08186 2.16295
H 0.03031 3.06454 1.95860
C 1.54708 1.75471 1.13654
H 2.42105 2.39780 1.31365
H 1.15808 1.94930 0.13041
H 0.87951 2.11627 3.17032
H -0.52106 -0.98315 1.82406
H -0.43003 -0.50378 3.53638
S 2.59803 -1.99671 0.29082
H 3.10642 1.39784 -0.60960
H 2.90064 -1.98733 -2.15151
H 3.17676 -2.60979 -5.35547
H 4.88735 -2.89843 -5.05498
H 3.67373 -3.45804 -3.88919
*
```

Calculated values
E ... -1614.16514 Ha
E_LUMO ... 0.479 eV
Max |F| ... 0.9 eV/A
Structure (SMILES) ... Cc1ccnc(NC(=S)N2CCN(c3cccc(C(F)(F)F)c3)CC2)c1
HOMO level ... -8.2 eV
M ... 380.4 g/mol

No. 4
Molecular formula: C18H19HgNO2
Method: DFT, ωB97M-V/def2-TZVPD

Geometry as ORCA input:
```
! RIJCOSX wB97M-V def2-TZVPD def2/J DEFGRID3
* xyz 0 1
C -0.21184 -0.05511 -1.46094
C 0.40568 -2.33097 -3.49388
C 1.09771 -0.50832 -1.25634
H -0.78974 0.29442 -0.59623
C 1.78990 -2.49463 -3.23946
H -0.17371 -3.18742 -3.87147
H 1.45705 -0.47530 -0.20824
H 2.26895 -3.43623 -3.51253
C 2.20801 -0.15016 -2.27832
H 3.05908 0.25915 -1.69983
H 1.87955 0.66262 -2.95244
C -0.95411 -0.22331 -2.73126
H -1.28084 0.77332 -3.08796
H -1.90060 -0.76280 -2.54168
C -0.20154 -0.99139 -3.87226
H 0.52577 -0.30577 -4.33120
H -0.93265 -1.20502 -4.67558
C 2.74252 -1.33142 -3.13447
H 3.05547 -0.96114 -4.12543
H 3.67352 -1.69471 -2.67829
Hg 0.73981 -2.79077 -1.23584
H -0.26853 2.05355 -0.31906
O 1.80380 3.83619 1.00570
C 0.91348 3.03204 0.81536
O 0.44105 2.73807 -0.41776
C 0.25753 2.23950 1.91473
C 0.63669 2.47132 3.25156
C 0.01621 1.73682 4.24455
C -0.99661 0.81267 3.90737
C -1.68067 0.03984 4.87430
C -2.69446 -0.82195 4.50103
C -3.05236 -0.94640 3.14099
C -2.39000 -0.21763 2.16353
C -1.33830 0.65794 2.50936
N -0.68340 1.36418 1.54608
H 1.43324 3.19630 3.40600
H 0.30152 1.85149 5.28850
H -1.39825 0.15379 5.92410
H -3.22656 -1.39646 5.26079
H -3.86403 -1.60913 2.85410
H -2.66832 -0.27720 1.11240
*
```

Calculated values
E ... -1055.82984 Ha
E_LUMO (alpha / beta) ... -0.610 / -0.610 eV
Max |F| ... 4.5 eV/A
HOMO level (alpha / beta) ... -6.0 / -6.0 eV
M ... 481.9 g/mol
ΔE to the lowest compared entry with this formula, charge and spin ... 28.2 kJ/mol

No. 5
Molecular formula: C18H19IN4
Method: DFT, ωB97M-V/def2-TZVPD

Geometry as ORCA input:
```
! RIJCOSX wB97M-V def2-TZVPD def2/J DEFGRID3
* xyz 0 1
I 6.63404 -3.29063 -4.55608
N -3.88414 1.54784 4.74891
C -3.39911 0.24939 1.41916
C -2.36665 1.16732 1.48038
C -3.15272 2.50794 5.34235
C -3.49395 1.18076 3.52435
C -1.98981 3.06249 4.74081
C 3.49797 -2.52637 -4.26708
C 4.74510 -2.11604 -2.23464
C -1.59518 2.69721 3.45172
C 2.34399 -2.00495 -3.67747
C 3.55780 -1.63116 -1.65524
C 4.72293 -2.55012 -3.58460
C -2.40805 1.73603 2.82956
C 2.36874 -1.52843 -2.37580
N -4.10145 0.28867 2.62971
N 1.20998 -1.04309 -1.76864
N -0.87960 0.39150 -0.41263
C -1.34738 1.51561 0.44920
C 0.27278 -0.23984 -2.55758
C 0.68098 -1.61612 -0.49478
C -0.33019 0.87335 -1.70163
C 0.07034 -0.50645 0.37503
H -3.60175 -0.38812 0.55641
H -3.42078 2.88555 6.31353
H -1.44742 3.81377 5.33970
H 3.41558 -2.91942 -5.28178
H 5.60123 -2.25818 -1.61310
H -0.68990 3.06303 2.98752
H 1.40384 -2.00650 -4.24746
H 3.52006 -1.42179 -0.54228
H -4.96009 -0.26007 2.82063
H -0.46817 2.03935 0.88623
H -1.81509 2.27770 -0.17543
H 0.77135 0.27294 -3.38317
H -0.50288 -0.91245 -2.94530
H -0.11617 -2.34180 -0.70814
H 1.47767 -2.11561 0.05765
H -1.11371 1.34982 -2.27169
H 0.43034 1.61386 -1.50957
H 0.90459 0.06884 0.78676
H -0.54512 -0.92581 1.22447
*
```

Calculated values
E ... -1213.99362 Ha
E_LUMO ... 0.238 eV
Max |F| ... 2.3 eV/A
Structure (SMILES) ... Ic1ccc(N2CCN(Cc3c[nH]c4ncccc34)CC2)cc1
HOMO level ... -8.0 eV
M ... 418.3 g/mol

No. 6
Molecular formula: C18H19IN4O4Re
Method: DFT, ωB97M-V/def2-TZVPD

Geometry as ORCA input:
```
! RIJCOSX wB97M-V def2-TZVPD def2/J DEFGRID3
* xyz 2 2
Re 0.82909 -0.72303 0.07179
C 1.70090 3.51074 -1.55349
C 0.37182 3.35122 -0.88772
N -0.43748 4.39410 -0.81815
C -1.62538 4.26742 -0.21987
C -2.10006 3.10182 0.34964
C -3.47782 3.07011 0.96948
O -3.46075 2.50475 2.27356
C -1.25671 1.97180 0.28681
C -1.70596 0.73747 0.87604
N -1.08797 -0.40741 0.85217
C -1.77829 -1.51855 1.46394
C -3.16174 -1.62944 1.39221
C -3.81448 -2.68000 2.01901
C -3.09943 -3.64101 2.71363
C -1.71292 -3.57156 2.76307
C -1.08433 -2.51828 2.13056
I 1.01563 -2.47016 2.09913
C -0.01535 2.11427 -0.33475
O 0.87658 1.11648 -0.43434
H 1.81122 4.54163 -1.87615
H 1.78011 2.85612 -2.42337
H 2.51270 3.25500 -0.87133
H -2.23150 5.16628 -0.19975
H -4.14970 2.46099 0.35877
H -3.89075 4.07884 0.97259
H -3.47055 3.20294 2.93598
H -2.63678 0.78660 1.43120
H -3.73703 -0.91028 0.82407
H -4.89086 -2.75009 1.94937
H -3.61036 -4.45946 3.20071
H -1.14460 -4.33209 3.28041
C 4.78690 -1.06625 -1.88735
C 3.40554 -1.19705 -1.36266
N 2.89883 -0.53532 -0.36390
O 3.69593 0.46384 0.15027
C 2.42942 -2.14535 -1.93620
C 2.67042 -3.14817 -3.00224
N 1.33050 -1.93044 -1.30958
O 0.09491 -2.29293 -1.08325
H 5.26326 -0.15969 -1.52995
H 4.76947 -1.06678 -2.97720
H 5.38112 -1.92738 -1.56996
H 3.74079 0.31827 1.10835
H 3.57261 -3.71918 -2.78246
H 2.81686 -2.64299 -3.95901
H 1.82618 -3.82782 -3.09007
*
```

Calculated values
E ... -1592.59114 Ha
E_LUMO (alpha / beta) ... -7.760 / -8.121 eV
Max |F| ... 0.9 eV/A
HOMO level (alpha / beta) ... -14.7 / -14.7 eV
M ... 668.5 g/mol
ΔE to the lowest compared entry with this formula, charge and spin ... 0.0 kJ/mol